Entry 1:
Here is a 2-piece molecular cluster, C4H12NO overall from the OMol25 dataset. Energies are from the ωB97M-V functional and the def2-TZVPD basis.

Structure (XYZ):
```
18
Properties=species:S:1:pos:R:3:lowdin_charge:R:1
C 0.304 2.257 -0.120 -0.19
C -1.170 2.408 -0.432 -0.20
H 0.554 2.476 0.920 0.05
H 0.908 2.913 -0.761 0.05
H 0.598 1.235 -0.362 0.04
H -1.559 3.424 -0.346 0.04
H -1.386 2.007 -1.422 0.05
H -1.773 1.791 0.236 0.06
C -0.006 -1.464 -0.732 -0.59
O -0.881 -0.539 -1.128 -0.34
C 0.068 -1.641 0.794 -0.31
N 1.112 -2.562 1.286 -0.05
H -0.185 -2.502 -1.157 0.07
H 1.079 -1.329 -1.067 0.07
H 0.224 -0.669 1.267 0.09
H -0.883 -2.054 1.142 0.09
H 0.975 -3.498 0.919 0.03
H 2.022 -2.253 0.963 0.03
```

Values from the calculation:
Orbital gap in eV: 6.75
Calculated total energy in eV: -7879.6536
LUMO energy in eV: 4.337
Net charge: -1

***

Entry 2:
Here is a 2-piece molecular cluster, C4H12NO overall from the OMol25 dataset. Energies are from the ωB97M-V functional and the def2-TZVPD basis.

Structure (XYZ):
```
18
Properties=species:S:1:pos:R:3:lowdin_spin:R:1
O 0.788 -1.084 -0.907 0.02
C 1.944 -0.960 -0.065 0.00
C 2.257 0.561 0.156 0.10
N 0.989 1.238 0.095 0.79
C -2.118 0.343 0.750 0.00
C -2.328 -0.453 -0.547 0.00
H 0.441 -0.184 -0.843 0.01
H 2.780 -1.479 -0.525 0.00
H 1.726 -1.416 0.909 0.00
H 2.964 0.886 -0.613 0.02
H 2.738 0.698 1.131 0.04
H -2.481 -0.236 1.603 0.00
H 1.138 2.227 -0.115 0.02
H -1.062 0.550 0.907 0.00
H -2.684 1.275 0.713 0.00
H -3.382 -0.609 -0.779 0.00
H -1.847 -1.426 -0.481 0.00
H -1.864 0.068 -1.389 0.00
```

Values from the calculation:
Spin multiplicity: 2
Orbital gap (spin up / spin down) in eV: 10.91 / 8.81
Calculated total energy in eV: -7877.7047
LUMO energy (spin up / spin down) in eV: 0.924 / -1.175
Expectation value of S²: 0.754

***

no.,F_max (eV/Å)
1,0.7
2,1.3